Entry 1:
Below is a molecular structure, C19H26CrN4O6Se, with properties calculated with ωB97M-V with the def2-TZVPD basis set.

```
57
C19H26CrN4O6Se | OMol25 | ωB97M-V with the def2-TZVPD basis set
Se 0.02 0.10 -2.98
Cr 0.40 -0.22 -0.18
O -3.70 0.00 1.27
O -1.20 2.86 0.97
O 2.20 -0.10 0.92
O -1.88 0.35 0.01
O 1.64 2.94 -0.66
O 3.17 -0.26 2.94
N -0.26 0.15 2.22
N -1.88 -2.02 -2.67
N -2.84 0.00 -2.85
N 0.04 -2.21 -0.13
C -6.01 -1.87 -2.39
C 0.82 -0.64 2.78
C 0.18 -4.57 -0.73
C -2.48 -0.05 1.07
C -1.66 -0.73 -2.83
C -3.87 -0.89 -2.66
C -0.26 1.49 2.80
C 1.80 -3.57 0.89
C 1.10 1.98 -0.47
C -2.98 1.43 -2.72
C -5.41 -3.13 -2.31
C 2.19 -0.29 2.18
C -4.04 -3.29 -2.40
C -5.24 -0.73 -2.56
C 0.97 -3.30 -0.37
C 1.94 -2.99 -1.53
C -1.34 2.44 2.31
C -1.57 -0.50 2.22
C -3.25 -2.15 -2.57
H 2.55 -2.12 -1.28
H 2.49 -4.40 0.73
H -0.38 1.41 3.90
H -7.08 -1.78 -2.30
H -0.52 -4.80 0.08
H 0.64 -1.69 2.52
H -6.04 -4.01 -2.17
H -5.70 0.25 -2.59
H -3.57 -4.26 -2.32
H 1.37 -2.75 -2.43
H -0.68 -2.32 -0.81
H -2.11 -0.36 3.16
H 0.84 -5.43 -0.88
H 0.72 1.93 2.62
H 2.39 -2.69 1.16
H -3.12 1.69 -1.66
H -1.27 3.34 2.92
H 0.87 -0.55 3.88
H -3.83 1.77 -3.30
H 1.13 -3.82 1.72
H -1.40 -1.57 2.05
H -1.41 2.08 0.41
H 2.61 -3.84 -1.74
H -2.33 2.01 2.48
H -0.40 -4.39 -1.64
H -2.07 1.89 -3.08
```

For the HOMO energy (spin up / spin down), the calculation gives -0.0342 / -0.0582 hartree. The value obtained for the HOMO-LUMO gap (spin up / spin down) is 5.8357 / 6.4796 eV. Its spin multiplicity is 5. The charge is -2. The total energy is -4856.14788 hartree. The calculation puts the molar mass at 537.4 g/mol. As for the energy above the lowest of the compared OMol25 structures with the same formula, charge and spin: 1.66 kcal/mol.



Entry 2:
Below is C19H26FN3OS in the gas phase in a non-equilibrium geometry, with properties calculated with ωB97M-V with the def2-TZVPD basis set.

```
51
C19H26FN3OS | OMol25 | ωB97M-V with the def2-TZVPD basis set
S 3.97 -2.44 -0.20
F 0.96 1.84 -0.07
O -1.03 -0.51 0.24
N 2.22 -0.49 0.41
N -3.41 1.33 0.07
N 1.59 -2.68 0.76
C -4.38 -1.51 0.91
C -4.73 1.34 -0.52
C -3.17 2.40 1.03
C 2.98 3.01 -0.40
C -2.34 1.19 -0.91
C 4.36 3.01 -0.45
C 0.23 -2.38 1.18
C -5.18 -0.04 -1.01
C -1.72 -0.17 -0.86
C 2.32 1.84 -0.12
C -5.57 -1.00 0.11
C 5.05 1.83 -0.21
C 2.99 0.63 0.12
C -1.72 -1.20 -1.75
C -0.59 -1.78 0.08
C -0.98 -2.25 -1.14
C 2.54 -1.81 0.34
C 4.38 0.66 0.08
C -2.04 2.04 1.99
H -0.78 -3.22 -1.55
H 1.24 -0.27 0.57
H -4.09 2.54 1.61
H 2.41 3.91 -0.58
H -6.27 -0.49 0.79
H -3.81 -0.67 1.30
H 0.25 -1.68 2.02
H -1.94 2.82 2.74
H -1.56 1.94 -0.73
H -2.26 1.10 2.49
H -2.73 1.35 -1.93
H -4.79 2.05 -1.36
H 4.90 3.92 -0.67
H -2.17 -1.23 -2.72
H 1.83 -3.65 0.60
H -0.21 -3.31 1.52
H -4.39 -0.49 -1.61
H -3.73 -2.10 0.27
H -6.05 0.11 -1.66
H 6.13 1.83 -0.24
H -1.10 1.94 1.47
H -6.10 -1.85 -0.32
H -2.94 3.36 0.53
H 4.94 -0.25 0.26
H -5.44 1.67 0.24
H -4.71 -2.14 1.73
```

For the HOMO energy, the calculation gives -0.2991 hartree. The value obtained for the HOMO-LUMO gap is 8.8110 eV. The total energy is -1477.14740 hartree. The calculation puts the molar mass at 363.5 g/mol. As for the SMILES: CCCCN(CC)Cc1ccc(CNC(=S)Nc2ccccc2F)o1. As for the energy above the lowest of the compared OMol25 structures with the same formula, charge and spin: 44.38 kcal/mol.



Entry 3:
Below is C19H26N2O2 in the gas phase, with properties calculated with ωB97M-V with the def2-TZVPD basis set.

```
49
C19H26N2O2 | OMol25 | ωB97M-V with the def2-TZVPD basis set
O 3.66 -2.20 -0.12
O -0.72 0.17 -0.09
N 1.62 -2.37 -1.12
N 0.64 1.93 -0.46
C -0.13 5.34 2.01
C 1.47 -3.79 -0.94
C 2.71 -1.71 -0.70
C 0.00 2.84 0.48
C 0.19 4.01 2.68
C -1.55 -2.86 0.59
C -0.88 -3.92 0.00
C 0.24 0.65 -0.64
C 0.58 -4.16 0.26
C -2.92 -4.55 -1.12
C 0.64 -1.56 -1.80
C -0.32 4.17 -0.20
C 0.88 3.07 1.70
C 2.57 -0.24 -1.10
C -3.58 -3.48 -0.53
C -2.89 -2.64 0.32
C 1.13 -0.11 -1.63
C -1.58 -4.77 -0.85
C -1.01 5.11 0.78
H 1.09 2.11 2.18
H -1.96 4.67 1.09
H 0.75 -5.21 0.48
H -1.02 -2.18 1.25
H -3.45 -5.22 -1.78
H 2.77 0.39 -0.23
H -0.65 5.99 2.71
H -0.96 3.99 -1.07
H 0.79 5.83 1.71
H 2.47 -4.19 -0.78
H -1.22 6.06 0.29
H -4.62 -3.31 -0.74
H 0.84 4.18 3.55
H 1.83 3.50 1.38
H 1.46 2.27 -0.93
H 3.32 -0.02 -1.86
H -1.07 -5.61 -1.30
H 1.10 0.43 -2.58
H 0.92 -3.57 1.12
H 0.61 4.62 -0.55
H 0.59 -1.85 -2.86
H -3.39 -1.80 0.78
H -0.34 -1.68 -1.35
H 1.05 -4.22 -1.86
H -0.73 3.54 3.04
H -0.93 2.34 0.78
```

For the HOMO energy, the calculation gives -0.3198 hartree. The value obtained for the HOMO-LUMO gap is 9.3661 eV. The total energy is -999.66135 hartree. The calculation puts the molar mass at 314.4 g/mol. As for the SMILES: O=C(NC1CCCCC1)[C@H]1CC(=O)N(CCc2ccccc2)C1. As for the energy above the lowest of the compared OMol25 structures with the same formula, charge and spin: 1.76 kcal/mol.



Entry 4:
Below is a molecular structure, C19H26N3OPt in a non-equilibrium geometry, with properties calculated with ωB97M-V with the def2-TZVPD basis set.

```
50
C19H26N3OPt | OMol25 | ωB97M-V with the def2-TZVPD basis set
Pt -0.16 0.98 -0.12
O -0.58 -2.98 1.13
N 0.49 -2.10 -0.71
N 1.99 -1.16 -2.15
N 0.60 -4.40 -0.18
C -2.49 0.79 1.14
C -0.90 3.77 -0.07
C -2.94 0.43 -1.10
C -3.29 1.19 0.05
C 1.42 -0.36 1.29
C 1.51 -2.26 -1.52
C 2.57 0.15 0.65
C 1.03 3.17 -1.57
C 0.67 0.75 1.86
C 2.13 -3.53 -1.73
C 0.14 -3.12 0.12
C -0.02 -5.49 0.55
C -1.27 2.68 -2.30
C -0.35 2.73 -1.07
C 1.34 1.97 1.40
C 2.54 1.56 0.71
C 1.59 -4.60 -1.08
C -1.83 -0.42 -0.78
C -1.64 -0.31 0.69
H -1.19 4.67 -0.61
H -1.05 -5.62 0.21
H 1.68 3.49 -0.76
H 3.41 -0.44 0.28
H 1.11 2.96 1.77
H -1.77 3.38 0.47
H -3.51 0.40 -2.03
H -2.58 1.11 2.17
H -1.06 3.55 -2.92
H 1.89 -5.64 -1.22
H -0.09 0.70 2.63
H 0.55 -6.40 0.38
H -2.33 2.69 -2.03
H 3.35 2.24 0.42
H -1.23 -1.13 1.29
H 2.96 -3.61 -2.41
H 0.90 3.99 -2.29
H -1.07 1.78 -2.89
H 1.52 2.34 -2.09
H -0.15 4.03 0.69
H -1.45 -1.26 -1.35
H 1.19 -1.40 1.52
H -0.06 -5.24 1.62
H -4.13 1.88 0.11
H 2.77 -1.23 -2.79
H 1.52 -0.27 -2.05
```

For the HOMO energy (spin up / spin down), the calculation gives -0.3625 / -0.4137 hartree. The value obtained for the HOMO-LUMO gap (spin up / spin down) is 7.8059 / 5.3873 eV. Its spin multiplicity is 5. The charge is +1. The total energy is -1097.96610 hartree. The calculation puts the molar mass at 507.5 g/mol. As for the energy above the lowest of the compared OMol25 structures with the same formula, charge and spin: 0.00 kcal/mol.



molar mass of number 4 (C19H26N3OPt)?
507.5 g/mol